(1)
Below is a cluster of 14 separate species, C31H90O14 in total at a distorted geometry, with properties calculated with ωB97M-V/def2-TZVPD.

Last column: Löwdin charge in e.
Geometry (Å):
O1 5.012 1.532 -0.603  -0.10
H1 -4.324 6.628 -1.555  0.09
H2 -1.509 6.097 -2.282  0.08
H3 -3.709 3.343 -0.904  0.07
C1 1.571 5.325 1.597  -0.47
C2 3.054 -1.373 -1.099  -0.46
C3 1.184 6.798 1.717  -0.06
H4 0.630 -4.324 -0.191  0.07
H5 -4.718 1.402 0.684  0.06
O2 -1.461 -1.095 -5.913  -0.06
C4 -2.937 3.762 -1.556  -0.06
H6 -0.830 -1.700 0.783  0.07
H7 1.479 -0.336 4.342  -0.04
H8 -0.506 -4.345 5.040  0.09
C5 2.320 1.741 2.752  -0.03
H9 2.492 -2.895 -2.535  0.09
H10 4.880 -0.942 -2.145  0.09
C6 -1.535 -2.415 -5.375  -0.48
C7 4.551 -1.506 -1.272  -0.04
H11 -0.262 2.103 0.363  0.08
H12 1.988 0.296 5.900  0.10
H13 -5.812 -3.182 -0.648  0.08
H14 -1.814 5.151 -3.757  0.08
H15 -2.225 -0.971 -6.485  0.10
C8 -1.676 -3.398 -6.534  -0.06
H16 -1.772 -1.349 6.039  0.09
H17 -1.878 -1.154 3.674  0.08
H18 2.978 -3.919 -0.557  0.03
H19 2.098 -2.314 3.205  0.09
H20 1.370 2.281 2.709  0.09
H21 -5.594 -1.484 -0.776  0.07
C9 -5.354 -2.331 -0.134  -0.05
H22 3.250 -6.262 1.710  0.08
O3 -3.812 5.931 -1.132  -0.05
H23 -0.795 2.044 -1.315  0.05
H24 -1.586 -4.436 -6.206  0.08
C10 -3.414 5.064 -2.199  -0.48
H25 -0.010 -1.811 -3.934  0.04
H26 -2.649 -3.296 -7.020  0.08
H27 2.232 0.831 2.161  0.06
H28 -0.600 -0.234 1.782  0.07
H29 -0.876 -3.253 -7.260  0.09
H30 3.081 2.326 -0.311  0.05
H31 -2.058 3.974 -0.945  0.06
C11 2.295 -1.843 -2.320  -0.05
H32 1.604 7.395 0.909  0.08
H33 1.045 -3.587 5.630  0.09
C12 2.351 -5.690 -0.131  -0.48
C13 -3.861 -2.520 0.076  -0.46
H34 1.385 -0.687 2.918  0.07
H35 -2.475 -4.048 0.633  0.07
O4 3.371 -4.816 -0.606  -0.08
H36 0.161 -1.412 4.713  0.09
C14 2.624 1.518 4.222  -0.41
H37 2.772 -0.337 -0.882  0.12
H38 3.232 5.817 0.691  0.09
H39 -1.043 -2.371 2.825  0.05
H40 0.937 -5.172 -1.740  0.07
C15 -0.500 -2.264 4.906  -0.49
H41 1.169 4.843 2.486  0.13
O5 -1.166 -2.087 6.144  -0.04
C16 -1.548 -2.192 3.774  -0.05
O6 2.610 -2.240 -0.042  -0.10
H42 1.482 7.161 2.705  0.08
H43 2.405 -0.949 4.251  0.06
O7 2.982 5.243 1.421  -0.06
C17 -0.231 -2.630 -4.614  -0.05
H44 -0.092 3.814 -2.659  0.05
O8 3.374 -1.002 2.331  -0.10
H45 1.064 5.303 -0.574  0.08
H46 -4.275 4.817 -2.826  0.13
H47 5.087 -1.124 -0.401  0.07
H48 2.381 -4.694 1.822  0.06
O9 -3.200 -2.508 -1.200  -0.08
H49 -0.613 0.496 -3.055  0.02
C18 -2.278 5.740 -2.965  -0.06
C19 -1.094 0.208 -0.284  -0.44
H50 0.661 1.072 5.154  0.10
O10 -1.068 -0.589 -1.471  -0.07
H51 2.695 2.416 4.843  0.14
H52 -2.719 2.951 -2.251  0.08
C20 0.264 -3.589 4.871  -0.04
H53 0.717 1.313 -0.808  0.08
C21 0.895 3.587 -3.072  -0.19
O11 -6.279 1.029 2.006  -0.12
O12 3.902 0.896 4.241  -0.06
H54 -2.358 -2.444 -4.652  0.13
H55 -2.713 6.604 -3.479  0.08
H56 -3.440 -1.732 0.699  0.13
O13 0.795 3.253 -4.440  -0.13
H57 -6.252 1.000 -0.096  0.07
H58 0.108 6.982 1.800  0.08
C22 4.117 2.614 -0.530  -0.17
H59 3.742 -0.131 2.511  0.06
H60 2.513 -1.252 -3.212  0.09
H61 0.724 -3.810 3.911  0.06
H62 -2.131 0.414 0.005  0.13
H63 1.508 4.477 -2.906  0.07
H64 2.553 -6.671 -0.565  0.13
H65 0.208 -5.970 -0.379  0.07
H66 -2.354 -2.896 3.973  0.08
H67 -5.817 1.489 2.710  0.07
H68 -0.130 4.574 0.388  0.07
C23 1.605 0.579 4.915  -0.10
C24 -0.327 1.463 -0.519  -0.06
H69 1.266 3.680 0.173  0.05
H70 4.276 0.814 5.122  0.11
H71 -5.825 -2.295 0.850  0.09
H72 0.631 -0.825 0.666  0.07
C25 -5.804 1.506 0.756  -0.17
H73 -4.079 -4.712 0.238  0.08
C26 0.987 -5.249 -0.653  -0.07
C27 2.286 -1.242 3.203  -0.17
H74 0.573 -2.776 -5.335  0.09
C28 2.375 -5.692 1.393  -0.05
H75 4.799 -2.562 -1.383  0.08
H76 -3.810 -3.883 1.768  0.08
H77 1.440 2.803 -2.536  0.07
H78 -0.281 -3.538 -4.009  0.08
H79 0.417 2.354 -4.432  0.02
H80 4.046 3.190 -1.452  0.08
O14 -0.281 0.802 -3.912  -0.05
C29 0.958 4.714 0.339  -0.06
C30 -3.550 -3.882 0.707  -0.05
H81 -0.741 0.276 -4.580  0.03
H82 -6.048 2.564 0.622  0.08
H83 -1.672 -1.341 -1.400  0.06
H84 3.101 2.390 2.355  0.09
H85 1.225 -1.695 -2.162  0.06
H86 -3.659 -3.074 -1.826  0.10
C31 -0.445 -0.680 0.794  -0.04
H87 2.982 -1.960 0.811  0.06
H88 1.518 -6.269 1.756  0.08
H89 4.381 3.332 0.252  0.07
H90 5.101 1.130 0.263  0.07

Frontier orbital gap (eV): 9.4586
Maximum force (Eh/bohr): 0.07861
E_HOMO (eV): -9.309
Energy above the lowest of the compared OMol25 structures with the same formula, charge and spin (kJ/mol): 255.52
2S+1: 1
Net charge: 0

---

(2)
Below is a cluster of 16 separate species, C32H104N8O16 in total at a distorted geometry, with properties calculated with ωB97M-V/def2-TZVPD.

Last column: Löwdin charge in e.
Geometry (Å):
N1 -2.520 -29.577 -9.645  0.02
O1 -3.919 -25.971 -15.960  -0.21
H1 3.907 -26.856 -9.127  0.07
H2 6.865 -27.067 -7.949  0.07
H3 -5.295 -27.274 -14.863  0.08
H4 -4.561 -29.364 -10.014  0.14
N2 1.823 -20.144 -10.058  0.03
C1 -4.556 -17.123 -8.072  -0.12
H5 -4.997 -31.674 -9.857  0.11
O2 4.705 -26.418 -10.908  -0.20
C2 4.398 -24.168 -12.658  -0.07
H6 -5.830 -19.361 -8.194  0.11
O3 4.547 -31.779 -6.035  -0.19
H7 -1.039 -24.099 -10.988  0.07
H8 -2.331 -25.896 -12.127  0.04
H9 7.915 -31.305 -5.613  0.07
C3 -0.784 -24.226 -9.936  -0.06
H10 -2.588 -26.673 -9.589  0.00
H11 1.019 -29.112 -11.253  -0.06
H12 7.498 -26.250 -5.977  0.14
H13 -2.570 -27.598 -7.333  0.01
H14 4.874 -28.129 -9.817  0.07
N3 -5.295 -21.658 -9.386  0.05
H15 1.010 -29.016 -12.764  -0.01
O4 0.558 -28.698 -11.982  -0.26
H16 3.639 -25.758 -14.517  0.07
H17 4.770 -23.397 -13.333  0.06
C4 -0.739 -16.822 -9.761  -0.15
H18 -2.186 -20.388 -8.448  0.08
H19 -0.894 -27.650 -13.091  0.01
H20 2.730 -27.588 -6.845  0.06
H21 -5.364 -16.859 -7.389  0.09
O5 -2.230 -24.277 -6.537  -0.06
H22 -0.798 -28.053 -14.547  0.06
H23 0.962 -25.412 -10.303  0.13
C5 -3.743 -30.072 -10.149  -0.45
H24 9.588 -27.341 -4.958  0.09
C6 0.378 -25.560 -8.139  -0.20
C7 -3.521 -30.331 -11.611  -0.06
O6 7.809 -28.262 -4.451  -0.20
C8 -4.352 -20.827 -8.632  -0.42
C9 1.859 -26.936 -6.781  -0.07
H25 -0.702 -16.495 -8.722  0.09
H26 -5.094 -19.000 -9.698  0.12
H27 -5.222 -24.621 -8.137  0.04
H28 -1.699 -24.233 -9.344  0.06
H29 -2.258 -29.794 -8.694  0.08
H30 -6.252 -21.589 -9.070  0.06
H31 -3.438 -33.381 -7.916  0.07
H32 4.667 -27.242 -5.292  0.08
O7 -4.060 -18.437 -7.989  -0.18
H33 0.900 -27.809 -3.900  -0.03
H34 -0.106 -27.476 -9.823  0.05
H35 0.736 -24.593 -7.787  0.12
H36 -0.506 -25.901 -7.600  0.08
C10 0.221 -18.516 -11.151  -0.14
H37 4.535 -23.853 -11.623  0.07
H38 -4.344 -21.176 -7.599  0.13
H39 8.227 -32.996 -5.050  0.08
H40 2.842 -31.738 -6.860  0.07
H41 2.174 -26.083 -6.180  0.08
H42 -3.667 -16.520 -7.886  0.08
C11 5.530 -31.834 -7.043  -0.22
H43 -0.485 -15.958 -10.375  0.08
H44 1.879 -19.778 -13.400  0.06
N4 7.575 -32.758 -7.728  0.03
O8 -3.202 -32.530 -9.902  -0.21
C12 7.479 -32.278 -5.386  -0.04
H45 1.238 -27.644 -6.232  0.07
C13 5.589 -26.699 -5.084  -0.06
C14 -5.011 -26.952 -15.865  -0.08
H46 -5.056 -22.615 -9.169  0.02
H47 -2.318 -34.250 -9.067  0.08
H48 9.732 -29.190 -4.680  0.09
H49 8.412 -33.223 -7.408  0.07
C15 6.738 -32.681 -6.611  -0.51
C16 -4.860 -19.346 -8.691  -0.22
H50 3.282 -27.964 -10.467  0.06
H51 5.865 -30.864 -7.410  0.11
N5 4.648 -25.738 -14.478  0.02
H52 2.517 -21.001 -12.354  0.06
O9 -3.313 -27.067 -9.104  -0.09
C17 1.683 -20.307 -12.467  -0.06
H53 5.976 -26.928 -4.091  0.07
H54 -3.668 -25.455 -12.898  0.08
C18 7.308 -28.378 -5.800  -0.18
H55 -2.555 -21.931 -9.161  0.06
H56 -4.051 -31.194 -8.358  0.12
H57 -4.137 -25.274 -8.967  -0.01
H58 -2.165 -24.727 -13.497  0.08
C19 9.230 -28.246 -4.468  -0.12
H59 -0.549 -26.634 -11.191  0.03
H60 6.753 -32.180 -4.578  0.08
N6 -0.990 -27.225 -14.003  0.04
H61 3.267 -26.557 -12.208  0.11
H62 -0.690 -19.083 -11.346  0.11
C20 6.708 -26.998 -6.034  -0.48
H63 -3.277 -27.997 -9.331  -0.03
H64 4.935 -24.884 -14.935  0.06
H65 -3.271 -29.389 -12.099  0.07
H66 3.513 -30.081 -6.951  0.08
H67 -2.694 -20.426 -10.012  0.07
H68 -2.231 -23.425 -6.102  0.03
O10 0.119 -17.914 -9.813  -0.20
H69 5.112 -32.245 -7.963  0.12
H70 -0.290 -23.328 -9.563  0.06
H71 -1.339 -24.606 -6.420  -0.04
H72 -0.758 -29.857 -4.454  0.05
H73 -3.059 -27.546 -14.016  0.11
C21 0.054 -25.483 -9.705  -0.36
H74 8.076 -28.398 -6.574  0.12
H75 3.325 -24.270 -12.819  0.07
H76 7.175 -33.458 -8.337  0.08
C22 5.011 -25.546 -13.103  -0.41
H77 1.529 -19.587 -9.268  0.05
O11 1.371 -26.520 -8.082  -0.19
C23 4.111 -27.388 -10.057  -0.11
H78 2.950 -30.680 -5.437  0.08
H79 -5.931 -26.529 -16.268  0.07
C24 -4.031 -31.410 -9.426  -0.18
H80 -4.057 -34.221 -9.226  0.07
H81 -1.874 -25.507 -15.830  0.12
O12 1.396 -27.186 -3.369  -0.06
C25 3.452 -30.990 -6.353  -0.14
H82 6.534 -29.136 -5.912  0.12
C26 -2.327 -26.756 -14.184  -0.47
H83 -1.577 -26.888 -6.438  0.02
H84 4.683 -27.654 -12.558  0.12
H85 1.334 -21.027 -10.007  0.06
H86 9.463 -28.006 -3.430  0.08
H87 -2.673 -30.976 -11.844  0.08
H88 1.798 -27.721 -2.684  0.03
H89 -4.501 -30.711 -11.898  0.08
H90 5.722 -26.088 -7.654  0.08
C27 -2.921 -20.909 -9.062  -0.06
O13 -1.886 -27.760 -6.684  -0.05
C28 -2.563 -26.328 -15.635  -0.19
H91 -1.023 -28.604 -5.261  -0.01
H92 -2.366 -27.094 -16.385  0.11
H93 0.277 -23.739 -4.611  0.06
H94 2.430 -18.612 -11.357  0.12
H95 6.248 -33.652 -6.531  0.13
H96 5.476 -25.621 -4.968  0.08
H97 -1.777 -16.945 -10.069  0.08
O14 -4.715 -24.511 -8.941  -0.06
H98 0.753 -20.875 -12.507  0.07
C29 4.350 -26.681 -12.198  -0.25
O15 -0.462 -28.954 -4.569  -0.06
C30 -2.625 -25.652 -13.148  -0.04
H99 -1.684 -29.871 -10.131  0.07
H100 0.218 -17.752 -11.928  0.11
C31 1.600 -19.308 -11.236  -0.38
H101 0.561 -25.209 -4.837  0.03
N7 6.075 -26.976 -7.326  0.04
H102 -4.825 -16.861 -9.095  0.08
C32 -3.195 -33.612 -8.953  -0.13
H103 6.091 -25.581 -12.964  0.13
H104 -4.836 -27.737 -16.601  0.08
N8 -0.640 -26.699 -10.187  0.06
O16 0.064 -24.471 -5.190  -0.03

Frontier orbital gap (alpha / beta) (eV): 1.9855 / 8.8513
Maximum force (Eh/bohr): 0.06257
E_HOMO (alpha / beta) (eV): 0.047 / -6.841
2S+1: 2
Net charge: -1

---

Which of these has the highest maximum force? C31H90O14